Record 1
Below is a single C3H7NO3 molecule, with properties calculated with wB97M-V/def2-TZVPD.

Geometry as XYZ:
```
14
Properties=species:S:1:pos:R:3:forces:R:3
C 0.043356 0.744858 -0.739660 -0.086 0.136 -0.170
C -1.497168 0.356976 1.364523 -0.297 -0.273 -0.704
C 1.590096 -0.983944 0.059371 -0.046 0.194 -0.118
N -1.086181 1.496234 -0.345657 0.104 0.544 0.232
O -2.090156 0.473319 0.238565 0.854 -0.136 0.819
O 0.637298 0.035161 0.362917 -0.489 -0.208 0.133
O -0.167435 -0.104011 -1.846041 0.168 -0.364 0.261
H -1.081850 -0.409261 -1.801071 0.045 0.080 -0.025
H 0.755642 1.519748 -1.057288 -0.143 -0.073 -0.082
H -1.155532 1.210251 1.937344 -0.019 0.195 -0.290
H -1.477817 -0.625626 1.830519 -0.019 -0.127 -0.053
H 1.941129 -1.375331 1.012810 -0.064 0.011 -0.021
H 1.144098 -1.779849 -0.538857 0.070 0.057 0.038
H 2.444520 -0.558525 -0.477476 -0.079 -0.037 -0.020
```
Forces are in eV/Å.

Computed properties:
E_HOMO (spin up / spin down) ... -8.57 / -8.57 eV
Orbital gap (spin up / spin down) ... 8.202 / 8.203 eV
Energy above the lowest of the compared OMol25 structures with the same formula, charge and spin ... 6.715 eV
E_LUMO (spin up / spin down) ... -0.0135 / -0.0135 Eh

Record 2
Below is 2 unconnected molecules or ions with the total composition C3H7NO3, with properties calculated with wB97M-V/def2-TZVPD.

Geometry as XYZ:
```
14
Properties=species:S:1:pos:R:3:forces:R:3
C -1.739063 -1.200961 -0.362499 -0.348 0.971 0.208
C -1.038775 1.300437 1.069852 1.530 -1.780 3.596
C -0.542706 -0.609017 -0.262464 0.901 -0.051 -0.790
N 3.118522 -0.119670 -1.453306 -0.828 0.413 0.056
O 2.463350 0.023709 -0.260367 -0.606 0.145 1.695
O 4.184136 -0.677421 -1.294167 1.242 -0.509 -0.743
O -0.136250 0.647310 0.205564 -1.118 -1.314 -0.649
H -1.968422 -2.213734 -0.616953 1.206 -0.658 -0.555
H -2.729128 -0.774914 -0.277763 0.249 0.987 0.833
H 1.580182 0.454690 -0.266405 0.425 0.213 -0.879
H -1.372200 0.554513 1.903373 -0.156 0.823 -1.829
H -1.844314 1.727244 0.534995 -0.748 0.841 -0.164
H -0.377255 1.893694 1.748339 -0.862 0.665 -1.184
H 0.401920 -1.005881 -0.668199 -0.888 -0.746 0.405
```
Forces are in eV/Å.

Computed properties:
E_HOMO (spin up / spin down) ... -7.84 / -9.72 eV
Spin multiplicity ... 3
Orbital gap (spin up / spin down) ... 8.625 / 7.811 eV
Expectation value of S² ... 2.009
Energy above the lowest of the compared OMol25 structures with the same formula, charge and spin ... 2.970 eV
E_LUMO (spin up / spin down) ... 0.0290 / -0.0700 Eh

Record 3
Below is 2 unconnected molecules or ions with the total composition C3H7NO3S, with properties calculated with wB97M-V/def2-TZVPD.

Geometry as XYZ:
```
15
Properties=species:S:1:pos:R:3:forces:R:3
C 0.014953 0.641372 -0.471649 2.530 -0.371 0.238
C 1.562902 0.566316 -0.767596 -1.840 1.931 0.254
S 2.259193 2.217118 -0.630577 0.516 1.076 -0.376
N -0.812346 -0.465413 -0.868481 2.996 1.759 -4.635
C -1.768912 -1.033217 -0.108467 -2.529 1.099 -3.159
O -1.400523 -1.613269 0.897802 -0.736 -1.201 2.364
O -2.893655 -0.878886 -0.706157 -0.805 -1.433 1.755
H 0.063450 0.689253 0.662938 -0.849 0.816 -1.402
H -0.167088 1.519874 -1.136244 -0.880 0.010 1.430
H 1.915318 0.057682 -1.594868 -0.100 -0.842 -2.582
H 2.057290 0.083979 -0.040005 1.285 -2.183 3.102
H -1.128875 -0.256437 -1.869997 0.104 -0.634 2.467
H -0.073194 -1.730590 1.819797 -0.015 0.026 0.660
H -0.135627 -0.844866 2.980669 -1.280 2.265 0.849
O 0.313478 -1.605561 2.737427 1.603 -2.318 -0.965
```
Forces are in eV/Å.

Computed properties:
E_HOMO ... 0.37 eV
Net charge ... -2
Orbital gap ... 5.748 eV
Energy above the lowest of the compared OMol25 structures with the same formula, charge and spin ... 2.037 eV
E_LUMO ... 0.2249 Eh

Record 4
Below is 2 unconnected molecules or ions with the total composition C3H7NO3S, with properties calculated with wB97M-V/def2-TZVPD.

Geometry as XYZ:
```
15
Properties=species:S:1:pos:R:3:forces:R:3
C -0.981942 -0.465543 -0.107625 -0.484 -0.481 0.482
C -2.020874 0.065306 -1.090650 -0.131 0.019 -0.581
S -3.611698 -0.838367 -1.253419 0.095 -0.085 0.161
N 0.354418 -0.020260 -0.459965 0.283 0.049 0.110
C 1.360508 0.177262 0.521037 -0.775 0.418 -0.074
O 1.233991 -0.415263 1.610463 0.333 -0.148 0.028
O 2.261980 1.005586 0.179961 0.345 -0.134 -0.301
H -1.240638 -0.156489 0.914456 0.071 0.123 -0.096
H -1.058976 -1.560436 -0.068164 0.177 0.098 -0.245
H -1.555033 0.113866 -2.085132 0.022 -0.137 0.055
H -2.269159 1.094321 -0.847251 0.111 0.312 0.192
H 0.375811 0.703283 -1.161846 0.041 -0.031 0.056
H 3.813737 0.647708 2.452949 -0.061 0.032 -0.096
H 3.697186 1.098419 1.026295 -0.217 0.069 0.451
O 4.330078 1.143027 1.806513 0.192 -0.104 -0.141
```
Forces are in eV/Å.

Computed properties:
E_HOMO ... 0.07 eV
Net charge ... -2
Orbital gap ... 5.904 eV
Energy above the lowest of the compared OMol25 structures with the same formula, charge and spin ... 0.000 eV
E_LUMO ... 0.2194 Eh

Record 5
Below is 3 unconnected molecules or ions with the total composition C3H7NO3S, with properties calculated with wB97M-V/def2-TZVPD.

Geometry as XYZ:
```
15
Properties=species:S:1:pos:R:3:forces:R:3
C 1.847788 2.036702 -0.133693 0.095 0.539 0.336
C -1.374480 -0.898075 -0.457033 -0.292 0.138 -0.315
C -1.422679 -1.030698 -1.942021 0.131 -0.112 0.020
N -0.579030 -1.435255 0.348274 0.549 -0.081 1.018
O 0.380818 1.336262 2.812694 -0.381 -0.385 0.077
O 1.605176 -0.619038 3.573116 -0.426 -0.176 -0.050
O 1.763720 1.140163 -0.919755 -0.069 -0.376 -0.307
S 0.335664 -0.037588 3.241767 0.685 0.439 -0.127
H 1.513820 1.955564 0.910109 -0.053 -0.147 0.032
H 2.270685 3.021010 -0.409560 0.039 -0.017 -0.140
H -2.146192 -0.273170 -0.011818 -0.160 0.118 0.010
H -0.541342 -1.549208 -2.313250 0.011 -0.040 -0.069
H -1.489302 -0.052610 -2.411946 0.006 0.104 -0.044
H -2.318087 -1.589001 -2.217270 -0.040 -0.024 -0.078
H 0.153442 -2.005057 -0.069616 -0.096 0.020 -0.363
```
Forces are in eV/Å.

Computed properties:
E_HOMO ... -9.98 eV
Orbital gap ... 9.207 eV
Energy above the lowest of the compared OMol25 structures with the same formula, charge and spin ... 1.395 eV
E_LUMO ... -0.0283 Eh

Record 6
Below is a single C3H7NO3S molecule, with properties calculated with wB97M-V/def2-TZVPD.

Geometry as XYZ:
```
15
Properties=species:S:1:pos:R:3:forces:R:3
O 0.693062 2.247790 0.213425 -0.508 -0.485 -0.065
C -0.077100 1.311501 0.060525 0.332 -0.449 -0.772
N -0.987163 1.306624 -0.988202 0.502 1.028 0.134
S -2.349347 0.318675 -1.203183 0.405 -0.103 -0.243
C 0.073341 0.053666 0.940821 0.375 -0.554 -0.730
O 0.744303 0.432443 2.097872 0.385 0.101 0.236
C 0.854922 -1.131746 0.244429 -0.089 0.897 0.581
O 0.022302 -1.788527 -0.686103 -0.110 -0.308 -0.208
H -0.914442 2.154942 -1.573677 -0.149 -0.746 0.579
H -1.775092 -0.549299 -2.073044 -0.245 0.086 0.304
H -0.888093 -0.359298 1.167062 -0.735 -0.053 0.426
H 1.333549 1.167107 1.843593 -0.279 -0.094 0.104
H 1.716913 -0.671555 -0.220591 0.456 -0.038 -0.436
H 1.236999 -1.796718 1.036840 -0.418 0.235 -0.136
H 0.315846 -2.695605 -0.859766 0.078 0.485 0.226
```
Forces are in eV/Å.

Computed properties:
E_HOMO ... -9.79 eV
Structure (SMILES) ... O=C(NS)[C@H](O)CO
Orbital gap ... 10.337 eV
Energy above the lowest of the compared OMol25 structures with the same formula, charge and spin ... 0.192 eV
E_LUMO ... 0.0201 Eh

Record 7
Below is 2 unconnected molecules or ions with the total composition C3H7NO5, with properties calculated with wB97M-V/def2-TZVPD.

Geometry as XYZ:
```
16
Properties=species:S:1:pos:R:3:forces:R:3
C -0.466173 -1.735600 0.095577 -2.221 1.179 2.032
C 0.341157 -0.673641 -0.474666 3.257 -1.951 0.796
N 1.359663 -0.159584 0.202997 -1.889 -1.265 -2.263
O 2.117458 0.759835 -0.260286 0.195 0.468 -0.030
O 1.503468 -0.489371 1.481743 -1.212 1.831 2.711
H -0.749629 -2.676033 -0.344614 0.180 0.195 -1.347
H -1.411629 -1.153241 0.364103 0.624 -1.146 -0.131
H -0.033672 -2.033638 1.022088 0.228 -0.067 0.854
H 0.313506 -0.486171 -1.505280 0.155 0.614 -1.078
H 0.942987 0.251803 2.005718 1.440 -1.729 -1.604
O -0.435765 1.581471 1.086229 0.098 -0.812 0.167
C -0.677713 1.416462 -0.097318 -1.474 2.406 1.035
O -1.971290 1.020040 -0.406545 1.154 0.155 -1.028
O 0.101821 1.798457 -1.068368 -0.047 -0.360 -0.263
H -2.094425 1.055235 -1.377245 0.169 0.039 0.564
H 1.160235 1.523976 -0.724133 -0.657 0.443 -0.413
```
Forces are in eV/Å.

Computed properties:
E_HOMO ... -10.01 eV
Structure (SMILES) ... C/C=[N+](/[O-])O.O=C(O)O
Orbital gap ... 9.934 eV
Energy above the lowest of the compared OMol25 structures with the same formula, charge and spin ... 4.610 eV
E_LUMO ... -0.0027 Eh

Record 8
Below is a molecular structure, C3H7NO5, with properties calculated with wB97M-V/def2-TZVPD.

Geometry as XYZ:
```
16
Properties=species:S:1:pos:R:3:forces:R:3
C -0.479278 -1.523163 0.307519 -0.867 -0.982 -2.983
C 0.336564 -0.556537 -0.506445 -0.673 2.875 0.128
C -0.452042 1.143231 0.103289 -0.674 -1.691 -4.727
N 1.614885 -0.223711 -0.051402 0.546 -1.082 -0.364
O 2.490334 -0.012940 -0.889594 -0.406 0.259 1.427
O 1.760769 -0.131890 1.207513 0.770 0.076 -0.569
O 0.200508 2.123043 -0.606726 1.183 0.676 1.674
O -1.667193 1.054180 -0.505749 -0.275 1.535 -0.477
O -0.415156 0.968004 1.371983 0.977 1.146 1.110
H -0.593998 -1.375383 1.315626 0.658 0.762 2.415
H 0.024034 -2.438732 0.114647 -0.067 -1.427 0.267
H -1.567025 -1.653370 0.032078 1.216 0.246 -0.632
H 0.443432 -0.473309 -1.606109 -0.890 -0.718 0.744
H -0.056279 2.299918 -1.535415 -0.439 -0.858 1.027
H -2.167202 0.290170 -0.303466 -0.583 -1.247 0.785
H 0.527653 0.510482 1.552258 -0.476 0.428 0.173
```
Forces are in eV/Å.

Computed properties:
E_HOMO ... -9.34 eV
Orbital gap ... 9.320 eV
Energy above the lowest of the compared OMol25 structures with the same formula, charge and spin ... 5.379 eV
E_LUMO ... -0.0009 Eh

Record 9
Below is a gas-phase ion, C3H7NOS (charge -2), with properties calculated with wB97M-V/def2-TZVPD.

Geometry as XYZ:
```
13
Properties=species:S:1:pos:R:3:forces:R:3
N -0.085602 -0.926305 1.218254 0.613 -1.318 0.209
C -0.220180 -0.374458 -0.119047 -0.541 1.054 0.753
C -0.993085 0.998689 -0.050349 -0.912 -1.111 -1.816
O -2.315112 0.863805 0.291893 0.378 0.125 0.731
C 1.128775 -0.299564 -0.840785 0.839 -0.031 0.711
S 2.611322 0.272906 0.178321 -0.322 0.128 -0.288
H 0.575221 -0.403260 1.788652 -0.354 -0.047 -0.182
H -0.962500 -1.170390 1.666429 0.151 0.793 -0.194
H -0.914209 -1.038198 -0.647930 0.083 -0.037 -0.260
H -0.974837 1.343020 -1.130972 0.521 0.326 0.196
H -0.351466 1.673887 0.534661 -0.027 0.283 0.320
H 1.051170 0.345867 -1.716328 -0.144 0.048 -0.017
H 1.450497 -1.285996 -1.172799 -0.285 -0.212 -0.161
```
Forces are in eV/Å.

Computed properties:
E_HOMO ... 1.26 eV
Structure (SMILES) ... N[C@@H](C[O-])C[S-]
Net charge ... -2
Orbital gap ... 5.109 eV
Energy above the lowest of the compared OMol25 structures with the same formula, charge and spin ... 0.551 eV
E_LUMO ... 0.2342 Eh

Record 10
Below is a single C3H7NOS molecule, with properties calculated with wB97M-V/def2-TZVPD.

Geometry as XYZ:
```
13
Properties=species:S:1:pos:R:3:forces:R:3
N 0.266334 1.969207 -2.240779 1.245 -0.973 0.598
S -0.630136 1.229738 -1.260838 0.753 0.792 1.262
O -1.834681 1.934299 -0.981192 -1.254 0.449 0.414
C 0.229797 0.692632 0.339582 -1.710 -1.957 -1.484
C -0.645567 -0.222750 1.287126 -1.671 0.022 -2.675
C 0.378879 -0.822889 0.342827 1.240 -1.224 0.338
H 1.257032 1.679816 -2.127394 -0.739 0.251 -0.273
H -1.063302 0.031689 -1.664246 0.117 -0.807 -0.246
H 0.992794 1.420556 0.478537 0.622 0.166 0.835
H -1.727547 -0.260041 0.795884 2.176 0.074 1.591
H -0.594131 -0.408926 2.390087 0.205 0.777 -1.270
H 1.265487 -1.263821 0.806061 0.036 0.800 0.483
H 0.273415 -1.594663 -0.481820 -1.020 1.631 0.429
```
Forces are in eV/Å.

Computed properties:
E_HOMO ... -9.90 eV
Structure (SMILES) ... N=[S@H](=O)C1CC1
Orbital gap ... 10.633 eV
Energy above the lowest of the compared OMol25 structures with the same formula, charge and spin ... 4.783 eV
E_LUMO ... 0.0269 Eh